This record from the OMol25 dataset describes 12 unconnected molecules or ions with the total composition C31H77F3N2O25S8. The level of theory is ωB97M-V with the def2-TZVPD basis set.

ORCA input file:
```
! wB97M-V def2-TZVPD RIJCOSX def2/J DEFGRID3
* xyz 0 1
O -2.173 -2.862 2.596
S 0.718 -8.120 -1.541
H 2.070 -7.462 -3.753
N -2.739 -1.550 -5.634
H -3.345 -2.072 -4.977
S 0.189 -4.208 -5.062
H -7.068 0.106 -9.718
H -8.003 -2.216 -9.556
O -0.330 -5.536 -5.112
O -5.142 -10.369 -7.594
O -6.947 -1.961 -7.751
H -3.350 -5.022 -1.698
H -2.159 -2.854 -9.117
C -0.276 -6.662 -1.971
H -2.381 -2.889 -2.985
H 2.137 -8.925 -5.964
C -7.715 -6.048 -0.061
H -4.316 -4.421 2.499
H -0.183 -5.870 -1.224
O -8.523 -8.561 -3.719
H -2.404 -0.759 -5.095
C -4.244 -5.138 -2.329
C -8.977 -5.903 1.962
H -6.978 -3.201 1.698
H -8.618 -4.095 3.140
H -2.624 -5.573 -4.306
C -3.089 -8.927 -5.847
H -9.185 -6.332 -6.979
H -2.597 -1.252 1.299
H -2.361 -9.199 -1.003
H -4.355 -6.950 -7.546
H -4.915 -4.613 -1.642
F 2.679 -3.484 -5.666
H 1.300 -7.680 -8.935
C -1.845 -4.910 -8.512
H -0.012 -6.253 -2.942
C -9.037 -7.116 -6.233
H -0.634 -3.056 -2.790
H -0.789 -4.749 -8.290
O -7.797 -6.904 -5.556
O 2.094 -7.713 -1.255
H -8.731 -9.298 -6.442
O 0.565 -3.830 -3.696
C -3.128 -9.953 -2.860
H -3.985 -1.992 2.105
C -0.711 -11.983 -3.802
H -9.760 -6.216 2.640
O -5.739 -2.805 -9.855
H -3.949 -9.578 -3.471
H -5.779 -7.859 -6.817
H -1.959 -0.811 3.927
H -9.021 -7.658 0.668
H 0.280 -6.687 -7.779
H -6.709 -6.722 -2.102
H -3.309 -4.495 -5.521
H -4.314 -6.226 -2.300
H -1.408 -1.711 -2.270
C -2.325 -3.859 -9.506
H -3.496 -1.212 4.279
C 1.391 -8.251 -4.075
C 2.176 -9.266 -4.930
F 1.560 -4.015 -7.355
C -7.789 -0.126 -8.928
C -5.168 -7.655 -7.694
S -4.408 -9.260 -8.141
S -2.501 -12.339 -3.719
C -8.587 -6.683 0.822
H -8.953 -1.786 -8.270
C -5.886 -4.292 -7.783
H -0.657 -10.939 -4.110
C -8.455 -4.641 2.221
H 1.716 -10.256 -4.914
H -1.339 -6.833 -1.793
H -2.223 -9.475 -3.239
H 3.174 -9.404 -4.518
O -0.229 -5.934 -10.756
O -3.190 -11.834 -4.889
O 0.009 -8.970 -0.612
O -1.039 -4.957 1.902
H -1.627 -3.844 -10.343
H -1.949 -2.152 -5.881
C -3.341 -9.247 -1.476
H -1.737 -3.073 -1.469
O -4.105 -9.232 -9.552
C -7.188 -6.389 -3.020
H -5.341 -4.422 -3.950
O -1.347 -8.127 -10.416
H -9.993 -7.057 -5.711
O -2.091 -3.517 0.080
C 1.752 -4.336 -6.082
H -7.361 0.475 -8.126
H -6.593 -4.293 -0.579
S -2.098 -4.104 1.433
H -5.255 -5.047 -8.246
H -2.404 -4.805 -7.580
H -3.062 0.212 3.156
H -3.452 -5.883 2.225
C -3.730 -4.947 1.745
O -0.562 -3.172 -5.793
H -5.536 -4.283 -6.747
C -7.955 -1.583 -8.667
H -6.962 -4.431 -7.744
O -2.779 -13.678 -3.218
H -9.872 -8.558 -7.601
O -4.373 -2.001 -7.852
C -2.933 -0.836 3.425
F 2.299 -5.576 -5.962
C -2.933 -1.713 2.227
H -8.221 -8.310 -7.870
H -0.188 -12.637 -4.493
C -1.737 -9.316 -5.296
O 0.760 -8.935 -2.990
C -3.556 -5.146 -4.679
H -3.384 -7.908 -5.595
H -0.873 -8.874 -5.794
O -6.103 -8.398 -4.416
H -4.070 -9.775 -0.862
H 0.673 -7.814 -4.770
H -8.061 -5.751 -2.894
C -7.186 -4.770 0.189
C -7.480 -4.091 1.344
S -0.778 -6.941 -9.862
H -3.837 -9.623 -5.462
C -8.935 -8.423 -7.055
H -4.193 -5.955 -5.048
H -0.339 -11.943 -2.779
C -4.289 -4.353 -3.630
H -1.706 -9.041 -4.236
C 0.314 -7.476 -8.527
S -7.415 -7.783 -4.180
H -3.356 -4.079 -9.776
N -1.533 -2.709 -2.407
H -7.387 -6.713 -0.851
H -6.501 -5.675 -3.481
H -8.749 0.306 -9.216
H -4.361 -5.041 0.864
H -3.741 -8.233 -1.530
O -2.928 -11.327 -2.558
H -1.488 -10.370 -5.162
O -1.992 -6.277 -8.933
H -0.217 -8.347 -8.147
O -3.877 -3.026 -3.614
O -3.008 -9.114 -7.276
H -5.799 -7.510 -8.569
S -5.564 -2.603 -8.442
H -3.266 -1.295 -6.463
*
```

Summary:
Orbital gap: 8.5 eV
E_LUMO: -0.5 eV
HOMO: -8.98 eV
Total energy: -6702.70457 a.u.

Results of the Löwdin charge analysis, in e, for atoms 1 through 99: number 1, O, carries -0.253; number 2, S, carries 0.672; number 3, H, carries 0.115; number 4, N, carries 0.279; number 5, H, carries 0.066; number 6, S, carries 0.535; number 7, H, carries 0.083; number 8, H, carries 0.117; number 9, O, carries -0.304; number 10, O, carries -0.272; number 11, O, carries -0.257; number 12, H, carries 0.053; number 13, H, carries 0.075; number 14, C, carries -0.092; number 15, H, carries 0.046; number 16, H, carries 0.073; number 17, C, carries -0.100; number 18, H, carries 0.062; number 19, H, carries 0.069; number 20, O, carries -0.265; number 21, H, carries 0.137; number 22, C, carries -0.069; number 23, C, carries -0.081; number 24, H, carries 0.095; number 25, H, carries 0.097; number 26, H, carries 0.066; number 27, C, carries -0.237; number 28, H, carries 0.111; number 29, H, carries 0.118; number 30, H, carries 0.049; number 31, H, carries 0.048; number 32, H, carries 0.054; number 33, F, carries 0.138; number 34, H, carries 0.079; number 35, C, carries -0.272; number 36, H, carries 0.028; number 37, C, carries -0.268; number 38, H, carries 0.061; number 39, H, carries 0.093; number 40, O, carries -0.280; number 41, O, carries -0.290; number 42, H, carries 0.081; number 43, O, carries -0.323; number 44, C, carries -0.251; number 45, H, carries 0.111; number 46, C, carries -0.091; number 47, H, carries 0.096; number 48, O, carries -0.273; number 49, H, carries 0.104; number 50, H, carries 0.031; number 51, H, carries 0.086; number 52, H, carries 0.104; number 53, H, carries 0.041; number 54, H, carries 0.031; number 55, H, carries 0.057; number 56, H, carries 0.067; number 57, H, carries 0.131; number 58, C, carries -0.056; number 59, H, carries 0.087; number 60, C, carries -0.295; number 61, C, carries -0.039; number 62, F, carries 0.142; number 63, C, carries -0.077; number 64, C, carries -0.108; number 65, S, carries 0.641; number 66, S, carries 0.659; number 67, C, carries -0.045; number 68, H, carries 0.126; number 69, C, carries -0.076; number 70, H, carries 0.007; number 71, C, carries -0.087; number 72, H, carries 0.069; number 73, H, carries 0.056; number 74, H, carries 0.055; number 75, H, carries 0.081; number 76, O, carries -0.285; number 77, O, carries -0.274; number 78, O, carries -0.287; number 79, O, carries -0.261; number 80, H, carries 0.075; number 81, H, carries 0.058; number 82, C, carries -0.031; number 83, H, carries 0.042; number 84, O, carries -0.274; number 85, C, carries -0.118; number 86, H, carries 0.096; number 87, O, carries -0.268; number 88, H, carries 0.118; number 89, O, carries -0.344; number 90, C, carries -0.639; number 91, H, carries 0.085; number 92, H, carries 0.084; number 93, S, carries 0.742; number 94, H, carries 0.047; number 95, H, carries 0.098; number 96, H, carries 0.087; number 97, H, carries 0.071; number 98, C, carries -0.064; number 99, O, carries -0.335